# 1
Here is a cluster of 2 separate species, C9H14 in total from the Open Molecules 2025 dataset. Energies are from the ωB97M-V functional and the def2-TZVPD basis.

For the HOMO energy, the calculation gives -8.62 eV. As for the spin multiplicity: 1. The structure (SMILES) is Cc1ccccc1.CC. As for the energy relative to the best compared isomer or geometry (same formula, charge and spin): 229.9 kJ/mol.

```
23
C9H14 | the Open Molecules 2025 dataset | the ωB97M-V functional and the def2-TZVPD basis
C -3.1241 -1.0158 -2.3188
C -1.9547 -0.5312 -1.3073
C -1.0848 -1.4671 -0.6513
C -0.1340 -0.9524 0.2502
C -0.3493 0.3804 0.7106
C -1.3415 1.3057 0.1979
C -1.9560 0.9104 -1.0214
H -3.9842 -0.3304 -2.3555
H -3.5787 -1.8860 -2.0419
H -2.6969 -0.9939 -3.2754
H -1.0455 -2.4654 -0.9339
H 0.5259 -1.5780 0.8174
H 0.2598 0.6595 1.5166
H -1.4784 2.3713 0.4289
H -2.5278 1.6489 -1.4825
C 3.4051 -0.1901 1.3230
C 2.7027 1.2076 1.4698
H 2.8302 -0.9213 0.8590
H 4.2576 -0.4264 0.7450
H 3.4987 -0.5251 2.4529
H 2.0928 1.3050 2.4082
H 2.2105 1.4966 0.5005
H 3.4727 1.9978 1.7083
```

In elementary charge units, the Löwdin charges are: -0.03, -0.18, -0.05, -0.08, -0.10, -0.06, -0.05, 0.07, 0.03, 0.05, 0.08, 0.09, 0.04, 0.10, 0.07, -0.16, -0.18, 0.00, 0.04, 0.11, 0.07, 0.07, 0.07

---

# 2
Here is a structure of composition C37H31N6NaO3S from the Open Molecules 2025 dataset. Energies are from the ωB97M-V functional and the def2-TZVPD basis.

For the HOMO energy, the calculation gives -1.49 eV. As for the spin multiplicity: 1. As for the energy relative to the best compared isomer or geometry (same formula, charge and spin): 193.8 kJ/mol. Its charge is -2.

```
79
C37H31N6NaO3S | the Open Molecules 2025 dataset | the ωB97M-V functional and the def2-TZVPD basis
Na -2.0163 0.0765 0.8776
O -1.4170 -2.2051 0.4098
C -1.6648 -3.0026 -0.5944
C -1.0423 -4.2700 -0.6192
C -0.9420 -5.0334 -1.7965
C -1.5682 -4.6198 -2.9586
C -2.3862 -3.4961 -2.8188
C -2.5138 -2.6695 -1.7188
C -3.3718 -1.4848 -1.8243
N -3.4348 -0.4679 -1.0332
N -4.2762 0.5361 -1.4168
C -4.4878 1.3997 -0.3784
O -4.1386 1.2837 0.7967
C -5.4419 2.5552 -0.7135
C -6.1672 3.1605 0.3376
C -6.9985 4.1988 0.0510
C -7.0927 4.6620 -1.2300
C -6.5370 3.9483 -2.3042
C -5.6338 2.9776 -2.0573
H -0.6366 -4.5762 0.3337
H -0.4287 -6.0150 -1.7762
H -1.4233 -5.1548 -3.9317
H -2.8505 -3.1525 -3.7511
H -4.0255 -1.4503 -2.7036
H -6.0363 2.7629 1.4148
H -7.4955 4.7132 0.9179
H -7.6451 5.5391 -1.4433
H -6.6571 4.3271 -3.3108
H -5.0802 2.2780 -2.8686
C 0.0690 -0.3768 -1.8310
C -0.0975 1.1113 -1.3419
C -0.1379 2.2306 -2.2067
C -0.1613 3.5207 -1.7791
C 0.0280 3.7088 -0.3754
C 0.0783 4.9761 0.1926
C 0.1865 5.0955 1.5580
C 0.3508 3.9643 2.4024
C 0.3937 2.6899 1.8929
S 0.3119 1.3002 2.9526
C 0.1555 2.5784 0.4561
N 0.0375 1.2713 -0.0635
H 1.1073 -0.5501 -2.1845
H -0.5268 -0.5980 -2.7254
H -0.2652 -1.0518 -1.0948
H -0.2280 1.9679 -3.2690
H -0.0982 4.3538 -2.3863
H -0.0872 5.7903 -0.5243
H 0.2295 6.1408 1.8817
H 0.6602 4.1636 3.4394
C 2.2456 -5.1578 1.6284
C 2.6257 -3.7939 2.0491
C 3.8030 -3.5255 2.7968
C 4.0925 -2.2546 3.1328
C 3.2654 -1.2084 2.8041
N 3.6160 0.0944 3.2423
C 4.7869 0.6790 3.0246
O 5.1512 1.7337 3.5111
N 5.5561 0.0955 1.9871
C 5.0531 -0.1466 0.6851
C 5.2157 -1.3825 0.0099
C 4.6974 -1.6255 -1.2499
C 4.0110 -0.6247 -1.8343
N 3.7281 0.5282 -1.2244
C 4.2377 0.7730 -0.0177
C 2.0746 -1.4257 2.1430
C 1.7912 -2.7344 1.7127
H 2.2961 -5.3733 0.5898
H 1.1880 -5.2357 1.9395
H 2.7496 -5.9720 2.2524
H 4.4870 -4.3064 3.0680
H 4.9059 -2.0605 3.7703
H 2.8355 0.6469 3.6722
H 6.4727 0.4735 1.9973
H 5.7335 -2.2185 0.4291
H 4.7368 -2.6259 -1.6640
H 3.6814 -0.7023 -2.8754
H 3.9572 1.6743 0.5212
H 1.5165 -0.5585 1.8567
H 0.8923 -2.8731 1.1583
```

In elementary charge units, the Löwdin charges are: 0.37, -0.14, -0.41, -0.05, -0.15, -0.17, -0.11, -0.17, -0.12, -0.03, 0.01, -0.51, -0.05, -0.13, -0.05, -0.15, -0.13, -0.13, -0.07, 0.08, 0.09, 0.09, 0.09, 0.10, 0.14, 0.11, 0.07, 0.09, 0.15, 0.01, -0.29, -0.03, -0.01, -0.19, -0.10, -0.11, -0.16, -0.66, 0.51, -0.19, 0.12, 0.07, 0.07, 0.02, 0.11, 0.08, 0.10, 0.09, 0.09, -0.07, -0.28, -0.06, -0.07, -0.26, 0.15, -0.57, 0.04, 0.10, -0.21, -0.01, -0.09, -0.19, 0.08, -0.06, 0.00, 0.01, 0.06, 0.08, 0.09, 0.09, 0.10, 0.11, 0.12, 0.10, 0.10, 0.10, 0.12, 0.02, 0.08

---

Max |F| list, top to bottom, in eV/Å: 5.0 4.2